--- A ---
ORCA calculation (wB97M-V/def2-TZVPD) on a cluster of 2 separate species, C2H5FSi in total.

## Properties
* lowest unoccupied orbital energy: 0.0029 hartree
* gap between HOMO and LUMO: 10.12 eV
* HOMO: -10.04 eV

The geometry in ORCA input format:
```
! wB97M-V def2-TZVPD RIJCOSX def2/J DEFGRID3
* xyz 0 1
H -0.59 -0.25 -2.17
H 1.75 -1.54 0.18
F -1.21 1.50 -1.94
H -0.77 1.84 0.67
Si 0.75 -0.82 1.10
H 1.04 0.37 2.01
H -0.29 -1.86 1.72
C -0.18 0.32 -0.16
C -0.51 0.44 -1.42
*
```

***

--- B ---
ORCA calculation (wB97M-V/def2-TZVPD) on an isolated molecule of C2H5FSi.

## Properties
* lowest unoccupied orbital energy: 0.0404 hartree
* gap between HOMO and LUMO: 11.05 eV
* HOMO: -9.95 eV

The geometry in ORCA input format:
```
! wB97M-V def2-TZVPD RIJCOSX def2/J DEFGRID3
* xyz 0 1
Si 1.34 -0.12 0.38
H 1.46 -0.70 1.74
F -2.57 0.23 -0.67
H 2.03 -1.07 -0.62
H -1.02 1.20 -1.53
H -1.23 -1.01 0.91
C -1.22 0.41 -0.62
C -0.55 -0.32 0.26
H 1.75 1.37 0.16
*
```

***

--- C ---
ORCA calculation (wB97M-V/def2-TZVPD) on an isolated molecule of C2H5FSi.

## Properties
* lowest unoccupied orbital energy: 0.0204 hartree
* gap between HOMO and LUMO: 11.18 eV
* HOMO: -10.63 eV

The geometry in ORCA input format:
```
! wB97M-V def2-TZVPD RIJCOSX def2/J DEFGRID3
* xyz 0 1
H 0.08 1.72 -0.89
H -1.58 -0.05 -1.95
F -2.25 1.07 -0.19
C 0.16 -0.61 0.31
C 1.36 -0.44 0.91
H 1.96 0.41 0.59
H 1.61 -1.23 1.55
Si -0.79 0.56 -0.87
H -0.57 -1.42 0.54
*
```

***

Most stable to least stable, the ends of the list are C and A.

***

--- A ---
ORCA calculation (wB97M-V/def2-TZVPD) on the ion C5H6NO with charge +1.

## Properties
* lowest unoccupied orbital energy (spin up / spin down): -0.2786 / -0.2848 hartree
* gap between HOMO and LUMO (spin up / spin down): 7.40 / 7.24 eV
* HOMO (spin up / spin down): -14.98 / -14.99 eV

The geometry in ORCA input format:
```
! wB97M-V def2-TZVPD RIJCOSX def2/J DEFGRID3
* xyz 1 1
H -0.59 0.87 -1.74
C -1.29 0.05 -1.23
H 1.96 0.28 -0.74
H 2.43 0.69 1.02
O 0.53 -0.82 1.85
H 1.24 1.75 0.01
C 1.63 0.68 0.17
C -0.59 -1.44 1.92
H -1.59 -0.73 -1.77
C -1.35 -1.31 0.84
H -2.18 0.61 -0.96
N -0.75 -0.49 -0.04
C 0.54 -0.13 0.67
*
```

***

--- B ---
ORCA calculation (wB97M-V/def2-TZVPD) on the ion C5H6NO with charge +1.

## Properties
* lowest unoccupied orbital energy (spin up / spin down): -0.2447 / -0.2755 hartree
* gap between HOMO and LUMO (spin up / spin down): 8.86 / 7.98 eV
* HOMO (spin up / spin down): -15.52 / -15.48 eV

The geometry in ORCA input format:
```
! wB97M-V def2-TZVPD RIJCOSX def2/J DEFGRID3
* xyz 1 1
H 1.30 0.53 -1.49
H 0.27 1.97 -1.62
H 1.24 -1.62 -0.11
C -1.52 1.52 0.14
C -0.24 -0.31 0.68
H 0.20 -2.30 1.17
N -0.38 0.60 -0.26
C 0.27 0.89 -1.49
H -0.28 0.45 -2.32
C -1.88 0.95 1.29
O -1.17 -0.11 1.61
C 0.72 -1.41 0.82
H 1.46 -1.15 1.58
*
```

***

--- C ---
ORCA calculation (wB97M-V/def2-TZVPD) on the ion C5H6NO with charge +1.

## Properties
* lowest unoccupied orbital energy: -0.2751 hartree
* gap between HOMO and LUMO: 7.68 eV
* HOMO: -15.17 eV

The geometry in ORCA input format:
```
! wB97M-V def2-TZVPD RIJCOSX def2/J DEFGRID3
* xyz 1 1
H 3.03 -0.71 0.71
H 2.92 -0.63 -0.88
C 2.36 -0.70 -0.05
C -1.13 -1.45 0.21
H -2.81 1.26 -0.09
C -0.57 1.24 0.14
C -1.89 0.75 -0.04
H -3.25 -0.79 -0.34
N 0.37 0.33 -0.04
H -0.25 2.36 0.22
O 1.67 0.54 0.09
C -2.16 -0.64 -0.04
H 1.71 -1.57 0.11
*
```

***

Most stable to least stable, the ends of the list are B and C.

***

--- A ---
ORCA calculation (wB97M-V/def2-TZVPD) on a structure of composition C2H9N3O.

## Properties
* lowest unoccupied orbital energy: 0.0323 hartree
* gap between HOMO and LUMO: 9.66 eV
* HOMO: -8.78 eV

The geometry in ORCA input format:
```
! wB97M-V def2-TZVPD RIJCOSX def2/J DEFGRID3
* xyz 0 1
O -0.92 1.40 1.18
H 1.00 0.60 -1.69
H 2.27 0.07 -1.03
N -0.72 -0.12 0.39
H -1.63 1.52 1.82
C 0.70 -0.04 0.35
H -1.13 0.83 -1.47
N 1.40 0.52 -0.77
N 1.33 -1.21 0.91
H 0.90 -1.44 1.80
H -2.50 0.03 -0.65
C -1.44 -0.02 -0.86
H 1.24 -2.00 0.28
H -1.22 -0.94 -1.42
H 0.72 0.79 1.17
*
```

***

--- B ---
ORCA calculation (wB97M-V/def2-TZVPD) on a cluster of 2 separate species, C2H9N3O in total.

## Properties
* lowest unoccupied orbital energy: 0.0370 hartree
* gap between HOMO and LUMO: 10.32 eV
* HOMO: -9.31 eV

The geometry in ORCA input format:
```
! wB97M-V def2-TZVPD RIJCOSX def2/J DEFGRID3
* xyz 0 1
N -1.48 -1.54 1.34
H 2.01 2.45 0.53
H -2.46 -0.55 -1.62
H 2.58 1.83 -1.76
N 1.76 1.51 -1.27
C 1.85 1.39 0.21
H 1.30 0.65 -1.57
O 0.61 0.70 0.86
H -2.49 -2.40 -0.30
H -1.68 -2.35 2.01
H -0.05 0.54 0.21
C -1.88 -1.52 0.00
H -0.69 -0.92 1.53
H 2.53 0.69 0.58
N -1.91 -0.47 -0.75
*
```

***

Most stable to least stable, the ends of the list are B and A.

***

--- A ---
ORCA calculation (wB97M-V/def2-TZVPD) on an isolated molecule of C4H9N.

## Properties
* lowest unoccupied orbital energy: 0.0432 hartree
* gap between HOMO and LUMO: 10.32 eV
* HOMO: -9.14 eV

The geometry in ORCA input format:
```
! wB97M-V def2-TZVPD RIJCOSX def2/J DEFGRID3
* xyz 0 1
H -0.62 1.28 0.14
C 1.06 0.00 0.02
H -1.64 0.23 -1.98
H -0.64 -1.16 -1.67
H -2.96 -0.24 -0.14
H 1.55 -0.90 -0.40
H 1.94 -0.07 2.02
C -1.13 -0.32 -1.21
H 1.59 1.54 1.55
H 2.99 0.84 0.83
H -1.70 -1.30 0.47
C -0.13 0.42 -0.33
N -2.25 -0.96 -0.42
C 1.93 0.64 1.12
*
```

***

--- B ---
ORCA calculation (wB97M-V/def2-TZVPD) on a cluster of 2 separate species, C4H9N in total.

## Properties
* lowest unoccupied orbital energy: 0.0321 hartree
* gap between HOMO and LUMO: 9.01 eV
* HOMO: -8.13 eV

The geometry in ORCA input format:
```
! wB97M-V def2-TZVPD RIJCOSX def2/J DEFGRID3
* xyz 0 1
H -3.34 0.45 -0.66
H 3.67 1.26 1.23
C -2.61 -2.13 0.27
H -2.05 1.10 0.04
H 4.76 1.52 -0.26
C -2.08 -0.91 0.40
H 1.71 0.94 -0.26
C 2.73 1.04 -0.61
H -1.95 -2.98 0.31
N -2.67 0.30 0.06
H 2.85 1.01 -1.69
H -1.12 -0.69 0.84
C 3.78 1.32 0.16
H -3.68 -2.24 0.18
*
```

***

--- C ---
ORCA calculation (wB97M-V/def2-TZVPD) on an isolated molecule of C4H9N.

## Properties
* lowest unoccupied orbital energy (spin up / spin down): 0.0130 / 0.0044 hartree
* gap between HOMO and LUMO (spin up / spin down): 6.10 / 5.59 eV
* HOMO (spin up / spin down): -5.74 / -5.47 eV

The geometry in ORCA input format:
```
! wB97M-V def2-TZVPD RIJCOSX def2/J DEFGRID3
* xyz 0 1
H -1.60 1.18 -0.48
H -1.55 -1.25 -0.49
H 1.18 -1.53 0.98
C -0.83 -0.82 -1.19
C 0.76 -0.58 0.68
H -0.59 1.46 -1.96
H -0.78 -1.27 -2.18
H 0.39 1.42 1.35
H 1.67 0.57 2.25
N -1.10 0.86 -1.31
H 1.25 -0.27 -1.35
C 0.44 -0.38 -0.64
H 0.06 0.16 2.60
C 0.70 0.45 1.75
*
```

***

Most stable to least stable, the ends of the list are A and C.

***

--- A ---
ORCA calculation (wB97M-V/def2-TZVPD) on a cluster of 2 separate species, C10H10N2 in total.

## Properties
* lowest unoccupied orbital energy: 0.0345 hartree
* gap between HOMO and LUMO: 10.12 eV
* HOMO: -9.18 eV

The geometry in ORCA input format:
```
! wB97M-V def2-TZVPD RIJCOSX def2/J DEFGRID3
* xyz 0 1
H 2.25 -1.53 0.75
H -4.42 1.23 0.70
H 4.67 1.83 -0.36
C -1.67 -1.30 0.27
H -0.37 0.01 1.22
C 2.36 -0.62 0.24
C 2.60 1.77 -0.98
C -3.90 -0.72 -0.01
C -3.60 0.46 0.68
H -0.82 -1.89 0.15
N -2.46 0.68 1.29
H 2.69 2.61 -1.59
H 4.43 -0.54 0.67
C -1.43 -0.12 0.98
H 0.45 1.28 -1.56
C 3.71 1.26 -0.32
H -3.14 -2.64 -0.64
C 1.42 1.01 -1.04
C 3.61 0.05 0.36
H -4.83 -1.01 -0.25
N 1.34 -0.16 -0.43
C -2.89 -1.67 -0.15
*
```

***

--- B ---
ORCA calculation (wB97M-V/def2-TZVPD) on a cluster of 2 separate species, C10H10N2 in total.

## Properties
* lowest unoccupied orbital energy: 0.0265 hartree
* gap between HOMO and LUMO: 10.21 eV
* HOMO: -9.49 eV

The geometry in ORCA input format:
```
! wB97M-V def2-TZVPD RIJCOSX def2/J DEFGRID3
* xyz 0 1
H 0.21 0.63 -0.23
C 1.62 -1.03 -0.05
H 1.90 2.35 0.05
H -2.06 -1.34 -2.18
H -2.62 0.78 2.28
N 3.95 -0.41 0.00
C 1.26 0.29 -0.02
C -2.51 0.35 1.24
N -1.98 -1.57 -0.10
H -1.78 -1.46 1.96
C -2.79 1.12 0.14
C 3.56 0.87 -0.07
C 2.19 1.34 0.02
C -2.15 -0.79 -1.16
H -3.13 2.15 0.25
C -2.61 0.55 -1.15
H 4.44 1.48 0.00
H 0.89 -1.83 -0.19
H -2.70 1.13 -2.03
C 2.95 -1.33 0.08
C -1.99 -0.91 1.06
H 3.34 -2.37 0.12
*
```

***

--- C ---
ORCA calculation (wB97M-V/def2-TZVPD) on a structure of composition C10H10N2.

## Properties
* lowest unoccupied orbital energy: 0.0242 hartree
* gap between HOMO and LUMO: 8.22 eV
* HOMO: -7.56 eV

The geometry in ORCA input format:
```
! wB97M-V def2-TZVPD RIJCOSX def2/J DEFGRID3
* xyz 0 1
C -0.40 1.70 -2.11
H 0.66 -1.89 2.29
H -2.88 -1.41 1.46
H 3.29 -1.54 2.12
H 0.05 2.39 -2.71
N -1.25 0.23 -1.05
C 0.99 0.38 -0.25
C 1.14 -1.16 1.69
C 0.03 0.81 -1.16
H -2.32 0.86 -2.63
H 4.15 0.19 0.86
C 0.42 -0.39 0.78
C 2.39 0.65 -0.15
H -2.72 -1.82 -0.25
C 3.10 -0.03 0.74
C 2.59 -1.04 1.58
H -3.83 -0.46 0.14
H -1.94 0.89 0.87
C -1.73 0.03 0.26
H 2.81 1.39 -0.95
C -2.82 -1.03 0.40
N -1.74 1.24 -1.92
*
```

***

Most stable to least stable, the ends of the list are B and C.

***

--- A ---
ORCA calculation (wB97M-V/def2-TZVPD) on the ion C2H7N2OS with charge +1.

## Properties
* lowest unoccupied orbital energy: -0.1290 hartree
* gap between HOMO and LUMO: 9.49 eV
* HOMO: -13.00 eV

The geometry in ORCA input format:
```
! wB97M-V def2-TZVPD RIJCOSX def2/J DEFGRID3
* xyz 1 1
H 1.64 0.49 -1.97
O 0.33 0.28 0.22
H 2.55 -1.05 -2.04
H 2.83 0.12 -0.69
H -2.71 -0.88 0.60
C -1.10 0.20 0.73
C 2.24 -0.23 -1.50
N -1.25 1.26 1.50
N -1.82 -0.73 0.19
H -2.06 1.54 1.94
H -1.30 -1.49 -0.29
S 0.99 -1.09 -0.52
H -0.32 1.57 1.82
*
```

***

--- B ---
ORCA calculation (wB97M-V/def2-TZVPD) on a structure of composition C2H7N2OS.

## Properties
* lowest unoccupied orbital energy (spin up / spin down): -0.2496 / -0.2497 hartree
* gap between HOMO and LUMO (spin up / spin down): 4.90 / 4.90 eV
* HOMO (spin up / spin down): -11.69 / -11.69 eV

The geometry in ORCA input format:
```
! wB97M-V def2-TZVPD RIJCOSX def2/J DEFGRID3
* xyz 1 1
H -3.68 1.80 -0.01
C -4.29 0.99 -0.49
H 1.96 1.25 -0.93
H -5.16 1.16 -1.21
N 3.40 -0.87 0.89
H 4.29 -0.48 0.44
H 3.18 -1.78 0.59
N 1.67 0.40 -0.49
O -3.57 -1.34 0.00
C -3.97 -0.26 -0.17
S 0.10 0.14 -0.70
H 2.66 -0.19 0.23
H 3.41 -0.82 1.85
*
```

***

Most stable to least stable, the ends of the list are A and B.

***

--- A ---
ORCA calculation (wB97M-V/def2-TZVPD) on a cluster of 2 separate species, C2H4N3 in total.

## Properties
* lowest unoccupied orbital energy: -0.2617 hartree
* gap between HOMO and LUMO: 8.00 eV
* HOMO: -15.12 eV

The geometry in ORCA input format:
```
! wB97M-V def2-TZVPD RIJCOSX def2/J DEFGRID3
* xyz 1 1
H -4.45 0.51 0.42
H 1.12 0.23 1.63
N 0.80 0.31 -0.47
C 2.09 -0.35 -0.50
H 2.99 0.22 -0.97
C -2.41 0.05 0.00
N -3.57 0.07 0.07
H 2.07 -1.35 -0.77
N 1.36 0.31 0.60
*
```

***

--- B ---
ORCA calculation (wB97M-V/def2-TZVPD) on the ion C2H4N3 with charge +1.

## Properties
* lowest unoccupied orbital energy: -0.2547 hartree
* gap between HOMO and LUMO: 8.77 eV
* HOMO: -15.70 eV

The geometry in ORCA input format:
```
! wB97M-V def2-TZVPD RIJCOSX def2/J DEFGRID3
* xyz 1 1
H 2.31 -2.06 -0.74
H -1.58 0.50 -0.85
N 0.95 0.84 0.24
H -1.19 -0.56 0.52
H -2.18 0.96 0.71
C -1.32 0.50 0.25
N -0.17 1.30 0.34
N 1.21 -0.29 -0.13
C 1.97 -1.17 -0.34
*
```

***

Most stable to least stable, the ends of the list are B and A.

***

--- A ---
ORCA calculation (wB97M-V/def2-TZVPD) on a cluster of 2 separate species, C2H7N2O2 in total.

## Properties
* lowest unoccupied orbital energy (spin up / spin down): -0.3065 / -0.2565 hartree
* gap between HOMO and LUMO (spin up / spin down): 7.29 / 8.96 eV
* HOMO (spin up / spin down): -15.63 / -15.94 eV

The geometry in ORCA input format:
```
! wB97M-V def2-TZVPD RIJCOSX def2/J DEFGRID3
* xyz 1 1
O 2.87 1.53 0.33
C -1.92 -0.60 0.59
H -2.30 -0.99 1.60
H 2.34 0.72 -1.87
N 1.89 0.84 0.13
O -0.65 -0.73 0.29
N 1.03 0.53 1.07
H 0.69 0.27 -1.42
H 1.92 -0.78 -1.06
H 0.91 0.99 1.96
H -2.49 0.38 0.24
H -2.10 -1.50 -0.19
C 1.67 0.27 -1.15
*
```

***

--- B ---
ORCA calculation (wB97M-V/def2-TZVPD) on a cluster of 3 separate species, C2H7N2O2 in total.

## Properties
* lowest unoccupied orbital energy: -0.2273 hartree
* gap between HOMO and LUMO: 10.93 eV
* HOMO: -17.11 eV

The geometry in ORCA input format:
```
! wB97M-V def2-TZVPD RIJCOSX def2/J DEFGRID3
* xyz 1 1
H -2.46 4.07 3.21
H -0.35 0.67 0.52
H -1.47 0.72 2.46
H -3.10 4.50 3.20
C -0.77 2.25 -0.34
C -0.93 -0.18 2.81
N 0.15 -0.59 2.04
H 0.85 -0.58 0.12
O -0.60 3.09 -1.05
H -0.61 -0.11 3.93
O 0.85 -1.49 2.42
N 0.17 -0.19 0.79
H -1.63 -1.04 2.89
*
```

***

--- C ---
ORCA calculation (wB97M-V/def2-TZVPD) on a cluster of 2 separate species, C2H7N2O2 in total.

## Properties
* lowest unoccupied orbital energy (spin up / spin down): -0.2812 / -0.2872 hartree
* gap between HOMO and LUMO (spin up / spin down): 8.29 / 8.11 eV
* HOMO (spin up / spin down): -15.95 / -15.92 eV

The geometry in ORCA input format:
```
! wB97M-V def2-TZVPD RIJCOSX def2/J DEFGRID3
* xyz 1 1
C -1.53 -0.04 -1.62
O -0.75 -0.25 -0.59
H -2.52 0.31 -1.45
H 0.43 2.06 -0.16
H 1.92 -1.03 2.01
C 0.92 -0.79 1.46
H -1.01 0.32 -2.51
N 0.31 1.14 0.19
H 0.62 -1.43 0.58
N 1.25 0.57 0.85
H 0.02 -0.70 2.09
O 2.33 1.07 1.00
H -1.98 -1.23 -1.84
*
```

***

--- D ---
ORCA calculation (wB97M-V/def2-TZVPD) on a cluster of 2 separate species, C2H7N2O2 in total.

## Properties
* lowest unoccupied orbital energy: -0.1910 hartree
* gap between HOMO and LUMO: 10.41 eV
* HOMO: -15.60 eV

The geometry in ORCA input format:
```
! wB97M-V def2-TZVPD RIJCOSX def2/J DEFGRID3
* xyz 1 1
H -3.92 0.81 -0.23
H 2.67 1.67 0.87
H 0.58 0.40 0.31
H 0.31 -2.61 0.33
H 2.17 2.79 0.01
O 1.86 1.97 0.33
H 1.76 -1.77 -0.48
O -2.91 0.85 -0.48
H 0.35 -2.07 -1.43
N -2.25 0.37 0.59
C 0.62 -1.76 -0.32
N -1.24 -0.19 0.38
C -0.01 -0.47 0.11
*
```

***

Most stable to least stable, the ends of the list are D and A.

***

--- A ---
ORCA calculation (wB97M-V/def2-TZVPD) on an isolated molecule of C4H7ClN2.

## Properties
* lowest unoccupied orbital energy: 0.0348 hartree
* gap between HOMO and LUMO: 9.09 eV
* HOMO: -8.15 eV

The geometry in ORCA input format:
```
! wB97M-V def2-TZVPD RIJCOSX def2/J DEFGRID3
* xyz 0 1
N 0.13 0.22 -0.79
C -1.09 0.38 -1.59
C 0.14 -1.14 0.00
H -2.01 -0.09 -1.10
H -0.54 1.48 0.78
Cl -0.45 -2.55 -0.79
C 0.78 -1.06 1.15
H 2.15 0.51 1.14
H 0.87 0.89 2.13
C 1.12 0.43 1.27
N 0.41 1.13 0.28
H -1.04 0.06 -2.64
H -1.38 1.47 -1.76
H 0.92 -1.72 1.92
*
```

***

--- B ---
ORCA calculation (wB97M-V/def2-TZVPD) on an isolated molecule of C4H7ClN2.

## Properties
* lowest unoccupied orbital energy: 0.0289 hartree
* gap between HOMO and LUMO: 10.09 eV
* HOMO: -9.30 eV

The geometry in ORCA input format:
```
! wB97M-V def2-TZVPD RIJCOSX def2/J DEFGRID3
* xyz 0 1
H -0.79 2.10 -0.01
C 0.80 0.60 0.09
H 1.53 1.02 -0.63
H 0.88 -1.13 -1.17
C 0.45 -0.94 -0.14
H -0.87 0.99 -1.17
H -2.59 -2.35 0.25
Cl -3.13 0.49 0.08
C -0.96 -1.21 0.06
H 1.05 0.89 1.15
N -1.51 0.15 0.55
H 1.00 -1.53 0.61
C -0.66 1.09 -0.15
N -1.60 -2.27 -0.13
*
```

***

Most stable to least stable, the ends of the list are B and A.